The following is a DFT calculation (ωB97M-V/def2-TZVPD) of C18H23IN2Pb as an isolated structure at a distorted geometry.

Structure (XYZ):
```
45
Properties=species:S:1:pos:R:3:forces:R:3:nbo_charge:R:1
C 0.4217 1.0228 1.0135 0.08 0.96 0.34 -0.42
C 0.2827 -1.3855 1.9278 0.63 -0.95 -0.23 -0.63
H 1.4207 1.4979 0.9606 -0.27 -0.55 -0.72 0.27
H -0.3447 1.8345 3.1390 0.07 -0.55 0.30 0.22
H -0.4040 1.7289 0.8933 0.30 0.24 -0.06 0.25
H 0.3539 -1.7247 0.8778 0.05 0.47 -0.05 0.17
H 1.1552 -1.8638 2.3921 -0.25 0.16 -0.19 0.27
H -0.6133 -1.8977 2.2877 0.26 0.24 0.11 0.26
C -0.0663 2.6241 -2.7225 -0.04 -0.35 -0.50 0.06
C 0.1388 3.4614 -3.8086 -0.20 -0.51 -0.44 -0.21
C 0.0851 2.9024 -5.0964 -0.04 -0.16 0.48 -0.09
C -0.1496 1.5282 -5.2457 -0.16 -0.42 0.41 -0.19
H -0.0037 2.9855 -1.6983 -0.03 0.05 -0.18 0.21
H 0.3628 4.5054 -3.6461 -0.06 0.03 -0.08 0.26
H 0.2403 3.5322 -5.9721 0.03 -0.21 0.21 0.26
H -0.1057 1.0334 -6.2172 -0.16 0.43 0.20 0.25
N -0.3239 1.3101 -2.8704 0.70 -0.20 -0.22 -0.54
C -0.3766 0.7362 -4.1106 0.53 1.19 0.48 0.18
C -0.5345 -0.7412 -4.1197 0.24 -1.36 0.13 0.16
N -0.5550 -1.3393 -2.9048 1.05 0.31 0.97 -0.51
C -0.5391 -2.6739 -2.7453 -0.09 0.42 -0.38 0.06
C -0.6029 -2.9557 -5.1201 -0.01 0.43 0.13 -0.09
C -0.5872 -3.5123 -3.8431 -0.09 -0.08 0.01 -0.21
H -0.4687 -3.0438 -1.7168 -0.14 0.03 -0.46 0.22
H -0.5881 -4.5800 -3.6781 -0.03 -0.04 -0.14 0.26
C -0.5424 -1.5629 -5.2595 -0.12 0.35 0.91 -0.18
H -0.4664 -1.0826 -6.2126 -0.15 -0.10 -0.49 0.24
H -0.6498 -3.5957 -6.0012 0.11 0.20 0.22 0.27
Pb 0.5926 -0.0883 -1.1111 0.46 0.37 -1.12 1.38
I 3.4924 -0.2088 -1.4695 -1.58 -0.05 -0.07 -0.17
C -1.3526 0.7331 5.3654 -0.28 0.04 0.08 -0.60
C -0.0941 0.2278 4.6560 0.18 -0.23 0.49 -0.11
C 1.2278 0.7993 5.2072 0.33 0.10 -0.04 -0.60
C -0.0491 -1.3061 4.7178 0.04 0.08 0.07 -0.60
C -0.1440 0.7498 3.2471 -0.24 0.25 -0.53 0.01
C 0.1978 0.1017 2.1156 -0.78 -0.92 -0.12 -0.14
H -1.3579 0.5126 6.4424 0.25 0.11 -0.32 0.24
H -2.2184 0.2120 4.9410 0.01 0.18 0.05 0.21
H -1.4936 1.8084 5.2129 0.02 -0.12 0.18 0.22
H 1.3605 0.6696 6.2883 -0.34 0.04 -0.21 0.25
H 2.0523 0.2564 4.7270 -0.05 0.18 0.07 0.21
H 1.3456 1.8626 4.9522 -0.06 -0.21 0.26 0.22
H -0.9399 -1.7141 4.2278 0.25 -0.13 0.23 0.20
H 0.8663 -1.6608 4.2378 -0.30 -0.13 0.24 0.20
H -0.0251 -1.6990 5.7392 -0.09 0.40 -0.03 0.25
```
Positions in Å, forces in eV/Å.

Output
E_HOMO (alpha / beta) ... -15.127 / -15.128 eV
Orbital gap (alpha / beta) ... 5.8 / 5.8 eV
LUMO (alpha / beta) ... -9.297 / -9.296 eV
Net charge ... +2
Calculated total energy ... -35350.71708 eV

The following is a DFT calculation (ωB97M-V/def2-TZVPD) of a 2-piece molecular cluster, C18H23N2O2 overall at a distorted geometry.

Structure (XYZ):
```
45
Properties=species:S:1:pos:R:3:forces:R:3:nbo_charge:R:1
C 4.0822 -0.4967 -0.7884 0.06 0.04 0.13 -0.43
N 3.0894 -1.0789 0.1165 0.53 -0.14 -0.35 -0.30
C 2.1262 -1.9254 -0.5754 -0.08 -0.22 -0.29 -0.43
N 3.7983 -1.8919 1.0721 -0.59 1.06 0.52 -0.49
C 3.3064 -1.7530 2.3632 -0.37 0.51 0.26 0.54
O 2.2688 -1.1796 2.6693 1.18 -0.99 -0.38 -0.60
H 3.5715 0.1115 -1.5425 0.12 -0.17 0.14 0.21
H 4.7384 0.1544 -0.1963 -0.13 -0.06 -0.23 0.21
H 4.7048 -1.2585 -1.2916 -0.20 0.14 0.03 0.19
H 1.7166 -1.3641 -1.4279 0.14 -0.20 0.20 0.21
H 2.5707 -2.8727 -0.9250 -0.10 0.29 -0.01 0.20
H 1.2976 -2.1582 0.1015 0.25 -0.10 -0.19 0.20
H 4.8008 -1.7073 1.0520 -0.13 -0.48 -0.15 0.39
H 3.9903 -2.2510 3.0815 -0.36 0.20 0.01 0.13
C -1.7594 4.7076 -3.8363 0.06 -0.04 0.08 -0.26
O -0.5292 4.4385 -3.1339 0.03 -1.37 0.66 -0.45
C -0.4230 3.3043 -2.3965 -0.24 0.59 -0.26 0.43
C 0.8248 3.0929 -1.7507 -0.17 0.25 -0.21 -0.28
C 0.9921 2.0211 -0.9139 -0.03 -0.10 0.05 -0.08
C -0.0846 1.1217 -0.6343 0.02 -0.26 -0.29 -0.23
C 0.0844 0.1542 0.3875 -0.50 0.36 0.08 0.09
C -0.9506 -0.5724 1.0468 -0.64 -0.33 0.38 -0.11
C -0.6341 -1.7153 1.8444 0.23 0.14 0.01 -0.12
C -1.6067 -2.4808 2.4579 0.05 0.22 -0.11 -0.23
C -2.9585 -2.1220 2.3470 0.13 -0.03 -0.02 0.11
C -4.0070 -2.9514 3.0123 -0.26 -0.11 0.04 -0.65
C -3.3030 -0.9646 1.6354 0.23 0.28 -0.15 -0.25
C -2.3295 -0.2007 1.0120 0.02 -0.12 -0.19 -0.12
C -1.2705 1.2614 -1.4196 0.06 0.52 -0.01 -0.02
C -1.4625 2.3457 -2.2591 0.26 0.01 0.14 -0.35
H -1.5157 5.5416 -4.4939 -0.15 -0.14 0.08 0.22
H -2.0859 3.8399 -4.4226 0.18 0.23 0.06 0.19
H -2.5463 4.9958 -3.1292 0.18 -0.05 -0.12 0.20
H 1.6183 3.8197 -1.9310 -0.22 -0.27 0.06 0.25
H 1.9571 1.8464 -0.4332 -0.31 0.13 0.01 0.24
H 1.1046 -0.0024 0.7553 -0.16 -0.02 -0.05 0.27
H 0.4089 -1.9774 1.9895 -0.17 0.08 -0.08 0.25
H -1.3297 -3.3574 3.0546 -0.07 0.38 -0.30 0.23
H -5.0034 -2.7055 2.6327 0.16 -0.08 0.11 0.23
H -3.8188 -4.0190 2.8512 -0.04 0.20 0.04 0.24
H -4.0043 -2.7787 4.0961 0.02 -0.02 -0.17 0.25
H -4.3498 -0.6511 1.5891 0.39 -0.12 0.02 0.23
H -2.6277 0.7071 0.4920 0.04 -0.18 0.37 0.22
H -2.0453 0.5040 -1.3654 0.18 0.12 -0.07 0.22
H -2.4066 2.4680 -2.7936 0.41 -0.14 0.16 0.24
```
Positions in Å, forces in eV/Å.

Output
E_HOMO ... -11.825 eV
Orbital gap ... 6.8 eV
Energy relative to the best compared isomer or geometry (same formula, charge and spin) ... 157.6 kJ/mol
LUMO ... -4.999 eV
Net charge ... +1
Calculated total energy ... -26106.26944 eV

The following is a DFT calculation (ωB97M-V/def2-TZVPD) of one molecule with the formula C18H23N3O4S2 at a distorted geometry.

Structure (XYZ):
```
50
Properties=species:S:1:pos:R:3:forces:R:3:nbo_charge:R:1
C -1.3342 -2.5202 -2.5424 -0.25 0.03 -0.15 -0.25
O -0.1275 -2.5687 -1.8256 0.33 0.07 0.22 -0.52
C -0.1675 -2.4564 -0.4735 0.08 -0.22 0.42 0.41
C -1.3338 -2.4838 0.2832 -0.09 -0.05 -0.33 -0.34
C -1.2741 -2.3957 1.6647 0.10 -0.05 0.08 -0.19
C -0.0573 -2.2854 2.3097 -0.08 0.03 0.16 -0.26
C 1.1069 -2.2478 1.5581 -0.06 -0.06 -0.11 -0.19
C 1.0706 -2.3306 0.1778 -0.04 -0.09 -0.24 -0.10
C 2.3259 -2.1455 -0.6333 0.09 -0.13 -0.05 -0.25
N 2.5235 -0.7228 -0.8448 -0.32 -0.16 -0.29 -0.62
C 3.5298 -0.0429 -0.2759 0.09 0.41 -0.23 0.66
O 4.4933 -0.5538 0.2628 0.27 -0.07 0.22 -0.64
C 3.3571 1.4761 -0.3876 0.05 0.00 0.20 -0.30
N 2.0209 1.8350 0.0338 0.16 0.14 0.03 -0.45
C 1.7285 1.5213 1.4166 -0.13 0.06 -0.04 -0.24
C 0.2042 1.3678 1.5272 0.22 -0.38 0.38 -0.25
N -0.4676 2.2325 0.5723 -0.46 -0.47 -0.91 -0.67
S -0.9621 1.4673 -0.8299 -0.85 -0.32 0.17 2.35
O -1.1639 2.4468 -1.8530 0.07 0.34 0.07 -0.93
O -0.1836 0.3058 -1.1603 -0.13 0.06 0.08 -0.95
C -2.5623 0.8616 -0.3414 0.38 0.17 0.35 -0.54
C -3.5715 0.5027 -1.1817 0.33 0.13 -0.14 -0.22
C -4.6936 -0.0078 -0.4926 0.04 -0.05 0.09 -0.26
C -4.5059 -0.0269 0.8533 0.46 0.11 0.16 -0.40
S -2.9588 0.5771 1.3037 -0.50 0.03 -0.28 0.50
C 0.2475 3.4698 0.3319 0.12 0.50 -0.30 -0.24
C 1.6330 3.1949 -0.2815 0.11 0.10 -0.04 -0.24
H -1.8743 -1.5902 -2.3390 0.01 -0.06 0.02 0.18
H -1.0519 -2.5509 -3.5937 -0.08 0.00 0.05 0.20
H -1.9759 -3.3795 -2.3163 0.04 0.06 0.00 0.17
H -2.2982 -2.5657 -0.1942 -0.09 0.01 -0.08 0.22
H -2.1912 -2.4157 2.2354 -0.07 -0.02 0.03 0.21
H -0.0133 -2.2215 3.3861 0.01 -0.01 0.11 0.21
H 2.0649 -2.1481 2.0478 0.15 0.01 0.04 0.22
H 3.2051 -2.5192 -0.1029 -0.14 0.00 -0.10 0.24
H 2.2306 -2.6456 -1.5996 0.13 -0.02 0.16 0.22
H 1.6988 -0.2123 -1.1446 0.20 0.12 0.11 0.44
H 3.4802 1.7691 -1.4337 0.04 0.02 0.02 0.22
H 4.1458 1.9650 0.2081 -0.05 -0.14 -0.09 0.19
H 2.0921 2.3085 2.1002 0.05 -0.09 -0.01 0.17
H 2.2135 0.5846 1.6895 -0.01 0.02 0.09 0.23
H -0.0814 0.3414 1.2943 0.10 -0.07 0.23 0.24
H -0.1488 1.6160 2.5334 0.01 -0.07 -0.06 0.21
H -3.5057 0.6192 -2.2479 -0.01 0.03 -0.23 0.24
H -5.5920 -0.3405 -0.9795 -0.18 -0.04 -0.05 0.23
H -5.1871 -0.3586 1.6113 -0.16 -0.06 0.17 0.24
H -0.3608 4.0669 -0.3459 0.16 0.18 0.15 0.25
H 0.3300 3.9881 1.2905 -0.06 -0.06 -0.06 0.21
H 2.3611 3.9353 0.0988 -0.07 -0.04 -0.04 0.17
H 1.5812 3.2834 -1.3699 0.05 0.09 0.04 0.21
```
Positions in Å, forces in eV/Å.

Output
E_HOMO ... -8.392 eV
Orbital gap ... 8.8 eV
Energy relative to the best compared isomer or geometry (same formula, charge and spin) ... 313.0 kJ/mol
LUMO ... 0.393 eV
Net charge ... 0
Calculated total energy ... -53369.33768 eV

The following is a DFT calculation (ωB97M-V/def2-TZVPD) of C18H23N4O3PtS2 as an isolated structure at a distorted geometry.

Structure (XYZ):
```
51
Properties=species:S:1:pos:R:3:forces:R:3:nbo_charge:R:1
Pt 0.3241 0.1613 0.7969 0.19 0.50 0.75 0.71
C 2.5734 -2.9448 2.6625 0.06 -0.02 0.08 -0.68
C 2.0446 -1.8232 1.8406 -0.09 0.25 0.28 0.30
N 1.1081 -1.0273 2.2671 0.32 -0.85 -0.48 -0.22
O 0.5976 -1.3804 3.5050 -0.11 0.14 0.02 -0.52
C 2.5330 -1.5784 0.5061 -0.22 0.14 0.07 0.04
C 3.6851 -2.2987 -0.1047 0.00 -0.11 -0.04 -0.66
N 1.8450 -0.6805 -0.1748 0.07 -0.12 -0.29 0.04
O 2.0308 -0.4886 -1.4027 0.01 0.18 0.24 -0.51
H 1.7738 -3.4100 3.2329 0.00 -0.01 -0.01 0.26
H 3.3157 -2.5738 3.3727 -0.01 0.02 0.02 0.25
H 3.0509 -3.6847 2.0277 0.01 -0.02 0.00 0.24
H 0.3207 -0.5491 3.9095 0.11 0.02 0.05 0.48
H 4.5437 -2.2994 0.5675 0.00 0.01 0.01 0.23
H 3.9581 -1.8162 -1.0384 0.00 0.02 0.01 0.26
H 3.4403 -3.3394 -0.3285 -0.03 0.01 -0.02 0.24
O -1.3847 -2.0881 1.0361 0.02 -0.28 0.06 -0.98
S -2.6663 -1.4490 0.6429 -0.18 0.00 0.03 1.29
C -2.3967 0.2953 1.0372 -0.04 0.13 -0.10 -0.11
C -1.6081 0.5381 2.1767 0.02 -0.02 -0.09 -0.43
C -1.4198 1.8647 2.6044 0.10 0.00 -0.02 -0.15
C -2.0062 2.9089 1.9192 0.00 -0.03 0.02 -0.21
C -2.8040 2.6440 0.8096 -0.03 0.03 0.01 -0.14
C -3.0022 1.3487 0.3619 -0.03 -0.08 0.08 -0.26
C -2.7147 -1.3185 -1.1324 0.03 0.03 -0.02 -0.21
C -3.9478 -1.1420 -1.7422 -0.01 -0.02 -0.06 -0.24
C -4.0047 -1.0389 -3.1245 0.00 0.00 0.00 -0.20
C -2.8399 -1.1402 -3.8724 -0.01 0.01 -0.03 -0.19
C -1.6177 -1.3506 -3.2477 0.05 0.00 0.02 -0.19
C -1.5461 -1.4417 -1.8665 0.01 0.00 0.01 -0.22
H -1.3589 -0.2962 2.8183 -0.02 -0.05 -0.06 0.27
H -0.8338 2.0557 3.4944 -0.01 0.03 0.02 0.23
H -1.8587 3.9280 2.2464 0.01 0.02 0.02 0.24
H -3.2663 3.4644 0.2775 -0.01 0.01 -0.01 0.24
H -3.6040 1.1603 -0.5158 0.00 0.01 -0.02 0.24
H -4.8539 -1.1019 -1.1503 -0.02 0.01 0.03 0.23
H -4.9576 -0.9019 -3.6164 -0.01 0.00 -0.01 0.23
H -2.8881 -1.0749 -4.9511 -0.01 0.00 -0.01 0.23
H -0.7158 -1.4560 -3.8364 0.01 -0.01 -0.01 0.22
H -0.6047 -1.6220 -1.3636 -0.02 0.00 -0.01 0.24
C 2.5628 2.8545 0.5676 -0.02 0.02 0.02 -0.41
N 2.4802 2.5783 -0.8597 0.08 -0.08 -0.06 -0.55
C 1.4081 2.1608 -1.5056 -0.13 0.08 -0.02 0.41
N 1.4116 2.1227 -2.8352 0.03 -0.08 0.04 -0.74
S -0.1166 1.8220 -0.7375 -0.13 0.10 -0.49 -0.20
H 3.5508 3.2608 0.7654 -0.01 0.02 0.02 0.22
H 2.4195 1.9456 1.1504 0.01 0.03 -0.01 0.22
H 1.8076 3.5863 0.8511 -0.01 -0.04 0.02 0.22
H 3.3228 2.7183 -1.3965 0.00 -0.04 0.00 0.41
H 2.2488 2.2830 -3.3730 0.00 0.04 0.01 0.40
H 0.6603 1.6150 -3.2718 0.01 0.01 -0.04 0.43
```
Positions in Å, forces in eV/Å.

Output
E_HOMO ... -11.045 eV
Orbital gap ... 7.6 eV
Energy relative to the best compared isomer or geometry (same formula, charge and spin) ... 0.0 kJ/mol
LUMO ... -3.441 eV
Net charge ... +1
Calculated total energy ... -56050.96515 eV